No. 1
2 unconnected molecules or ions with the total composition C23H34FN3O8S. Source: OMol25; level of theory: ωB97M-V/def2-TZVPD.

Results
SMILES string = C=CC[C@H](N(CC=O)N(C)C(C)=O)[C@@](S)(NCCC)O[C@H](F)C[C@@H]1CO1.O=C1C=C(O)C(=O)C=C1O
relative energy (zero: lowest compared OMol25 entry of this formula, charge and spin) = 217.5 kcal/mol
total energy = -2160.6886 a.u.
highest occupied orbital energy = -8.0 eV

Geometry as XYZ:
```
70
Properties=species:S:1:pos:R:3:forces:R:3:lowdin_charge:R:1
C 0.879 2.494 1.079 0.293 -0.202 0.055 0.0009
C 1.511 1.282 1.165 -0.221 0.060 0.131 -0.1526
C 1.697 0.352 -0.004 1.628 1.233 -0.295 -0.1351
C 0.353 -0.065 -0.610 0.590 -0.191 0.069 -0.2224
N -0.387 -1.034 0.199 -0.431 -0.127 0.290 -0.1318
C -1.764 -0.628 0.453 0.087 0.836 -0.175 -0.1317
C -2.557 -0.444 -0.831 0.052 -0.353 0.079 -0.2522
O -2.944 0.631 -1.196 -0.139 0.205 -0.042 0.0610
N 0.312 -1.608 1.287 -0.528 0.058 0.001 -0.0913
C -0.074 -1.111 2.606 0.175 -0.191 0.448 -0.0694
C 0.199 -3.053 1.229 0.432 -0.276 -0.082 -0.4584
C -1.160 -3.704 1.200 -0.387 0.369 -0.030 0.0009
O 1.198 -3.719 1.207 0.098 0.047 0.083 0.1171
C 0.525 -0.553 -2.119 -0.509 -1.055 0.417 -0.6799
S -0.031 -2.308 -2.354 -0.086 0.071 -0.124 0.8709
N -0.346 0.173 -2.966 0.180 0.264 0.068 -0.0369
C -0.243 1.625 -2.985 0.054 0.357 -0.427 -0.2289
C -0.573 2.164 -4.374 -0.193 -0.205 0.282 -0.2499
C -0.505 3.686 -4.416 -0.092 -0.407 -0.202 -0.1018
O 1.930 -0.522 -2.436 -0.151 0.109 -0.154 -0.0862
C 2.302 -0.354 -3.747 0.529 0.372 0.080 -0.4038
F 1.931 -1.420 -4.552 -0.118 -0.090 -0.009 0.0151
C 3.807 -0.227 -3.811 -0.150 0.368 -0.956 -0.0346
C 4.213 0.074 -5.251 1.063 -1.544 1.994 -0.3418
C 5.091 -1.057 -5.984 -1.641 1.678 -1.615 0.0063
O 5.474 0.415 -5.503 -0.445 0.603 -1.060 -0.0680
H -0.054 2.674 1.609 0.992 0.731 1.539 0.0527
H 1.272 3.321 0.492 -0.964 -0.607 -1.564 0.0538
H 1.892 0.949 2.131 -1.569 -0.840 0.343 0.0988
H 2.244 0.909 -0.773 -0.147 -0.076 -0.176 0.1208
H 2.320 -0.502 0.248 -0.083 -0.087 0.011 0.1188
H -0.258 0.837 -0.606 0.035 0.058 -0.391 0.1151
H -2.305 -1.355 1.054 0.142 -0.108 0.052 0.1102
H -1.806 0.356 0.943 -0.084 -0.086 0.204 0.1268
H -2.799 -1.363 -1.391 0.070 -0.002 -0.095 0.1139
H 0.711 -1.357 3.324 0.084 -0.062 -0.079 0.1027
H -1.001 -1.550 2.998 -0.092 0.019 -0.114 0.0794
H -0.194 -0.036 2.621 0.049 0.031 -0.260 0.0504
H -1.076 -4.761 1.425 0.123 -0.059 -0.167 0.0884
H -1.596 -3.541 0.212 0.065 -0.172 -0.076 0.0749
H -1.854 -3.257 1.912 0.087 0.041 0.091 0.0666
H 1.003 -2.884 -1.729 0.074 0.046 0.034 -0.1024
H -0.451 -0.237 -3.884 0.099 -0.007 -0.022 0.1054
H 0.763 1.972 -2.714 0.040 -0.114 0.105 0.1258
H -0.942 2.092 -2.285 -0.006 -0.184 0.159 0.1125
H 0.091 1.706 -5.112 0.057 0.103 -0.047 0.1022
H -1.585 1.825 -4.614 -0.019 0.056 -0.094 0.1169
H 0.516 4.030 -4.256 -0.016 0.119 0.057 0.0740
H -1.159 4.098 -3.647 0.065 0.147 0.020 0.0759
H -0.849 4.042 -5.385 0.049 0.148 0.005 0.0710
H 1.850 0.534 -4.204 -0.288 -0.065 0.088 0.1388
H 4.142 0.628 -3.221 -0.039 -0.161 0.315 0.1398
H 4.288 -1.164 -3.553 0.045 0.118 0.481 0.1368
H 3.466 0.555 -5.888 -0.144 -0.201 -0.056 0.1478
H 4.385 -0.949 -6.861 0.599 0.441 -0.389 0.0706
H 5.945 -1.144 -6.654 0.744 -1.322 1.130 0.1065
O -4.032 -0.559 8.624 -0.119 0.002 -0.060 0.1099
C -3.364 -0.233 7.660 0.209 -0.023 0.070 -0.3119
C -1.916 -0.205 7.638 -0.027 -0.038 0.102 0.0754
C -1.286 0.187 6.522 0.027 -0.034 0.125 -0.2306
O 0.032 0.244 6.408 -0.011 0.012 -0.072 0.1194
C -2.038 0.605 5.280 -0.212 0.028 -0.066 -0.3059
O -1.371 0.957 4.323 0.066 0.067 0.128 0.0764
C -3.483 0.557 5.292 0.024 0.022 -0.115 0.0747
C -4.115 0.162 6.408 -0.023 0.038 -0.127 -0.2336
O -5.430 0.085 6.515 0.007 -0.022 0.068 0.1224
H -1.388 -0.503 8.532 0.022 0.012 -0.010 0.1372
H 0.214 0.565 5.503 -0.011 0.030 -0.012 0.1171
H -4.010 0.843 4.393 -0.024 0.012 0.019 0.1363
H -5.611 -0.223 7.426 0.012 0.001 0.025 0.1228
```
Forces are in eV/Å.

No. 2
A single C23H34N2O4 molecule. Source: OMol25; level of theory: ωB97M-V/def2-TZVPD.

Results
SMILES string = COCCC(=O)N1CCC(Oc2ccc(C(=O)N3CCCCCCC3)cc2)CC1
relative energy (zero: lowest compared OMol25 entry of this formula, charge and spin) = 34.1 kcal/mol
total energy = -1307.2998 a.u.
highest occupied orbital energy = -8.5 eV

Geometry as XYZ:
```
63
Properties=species:S:1:pos:R:3:forces:R:3:lowdin_charge:R:1
C -7.719 3.269 -0.358 -0.008 0.112 0.021 -0.1157
O -7.103 2.065 -0.728 0.077 -0.336 0.009 -0.1853
C -5.720 2.203 -0.968 0.230 0.058 -0.090 -0.2374
C -5.124 0.805 -1.109 -0.214 0.514 0.300 -0.0651
C -4.695 0.256 0.247 -0.155 -0.083 -0.367 -0.4364
O -4.585 0.966 1.226 0.024 0.317 0.214 0.0625
N -4.447 -1.078 0.311 -0.066 -0.301 0.263 -0.0582
C -4.297 -1.985 -0.801 0.201 -0.002 -0.322 -0.1412
C -2.814 -2.304 -1.022 0.014 -0.251 0.164 -0.0943
C -2.222 -2.881 0.270 -0.422 0.303 0.028 -0.3134
O -0.882 -3.321 0.142 0.276 -0.028 -0.023 -0.0119
C 0.169 -2.519 -0.189 0.257 -0.115 -0.039 -0.2471
C 0.171 -1.139 -0.358 -0.345 -0.031 0.091 -0.0083
C 1.342 -0.482 -0.698 0.331 -0.093 -0.029 -0.0099
C 2.534 -1.170 -0.857 -0.222 -0.016 -0.211 -0.1696
C 3.768 -0.448 -1.310 -0.127 -0.161 0.148 -0.4428
O 3.891 -0.089 -2.468 -0.009 0.125 -0.263 0.0768
N 4.722 -0.221 -0.379 0.082 -0.041 -0.030 -0.0519
C 4.623 -0.655 0.996 0.104 -0.113 0.532 -0.1494
C 4.950 0.435 2.018 -0.282 -0.026 -0.147 -0.1816
C 4.005 1.635 1.989 0.095 -0.070 -0.117 -0.1939
C 3.984 2.434 0.682 0.004 0.153 0.187 -0.1944
C 5.371 2.781 0.120 -0.127 -0.028 -0.232 -0.1919
C 5.775 1.928 -1.084 0.104 -0.073 0.221 -0.1726
C 5.944 0.429 -0.818 0.109 0.228 -0.487 -0.1399
C 2.534 -2.553 -0.692 -0.069 0.188 0.010 -0.0227
C 1.371 -3.214 -0.365 -0.177 -0.001 0.042 0.0091
C -2.470 -1.945 1.460 -0.010 -0.265 -0.142 -0.0934
C -3.965 -1.640 1.558 0.179 0.188 0.307 -0.1305
H -8.773 3.046 -0.201 -0.005 0.097 0.015 0.0875
H -7.287 3.668 0.567 -0.031 -0.001 -0.026 0.0914
H -7.620 4.026 -1.148 -0.031 -0.008 0.036 0.0878
H -5.238 2.724 -0.128 -0.054 -0.063 -0.151 0.1192
H -5.558 2.790 -1.886 -0.024 -0.094 0.089 0.1259
H -5.891 0.168 -1.549 0.091 -0.045 -0.127 0.1206
H -4.254 0.834 -1.767 -0.007 -0.080 -0.067 0.1273
H -4.725 -1.565 -1.709 -0.038 -0.059 0.070 0.1129
H -4.837 -2.910 -0.563 -0.030 0.059 -0.086 0.1318
H -2.703 -3.033 -1.826 0.027 -0.007 -0.031 0.1292
H -2.292 -1.395 -1.317 -0.016 0.024 -0.048 0.1082
H -2.747 -3.824 0.481 0.011 0.201 -0.038 0.1588
H -0.720 -0.547 -0.234 -0.075 -0.025 0.019 0.0957
H 1.321 0.589 -0.838 -0.006 0.108 -0.035 0.1206
H 3.607 -1.012 1.168 0.181 -0.003 0.041 0.1195
H 5.313 -1.497 1.155 -0.122 0.010 0.017 0.1292
H 5.977 0.773 1.887 0.087 -0.033 0.071 0.0938
H 4.889 -0.026 3.007 0.101 -0.025 -0.011 0.1143
H 2.989 1.293 2.202 -0.044 0.012 0.112 0.1102
H 4.302 2.305 2.801 -0.072 0.013 0.028 0.1101
H 3.421 1.891 -0.076 -0.093 0.089 -0.028 0.0920
H 3.435 3.357 0.882 -0.043 -0.027 -0.049 0.1073
H 6.125 2.704 0.905 0.081 0.073 0.063 0.1057
H 5.368 3.821 -0.213 0.057 0.003 0.065 0.1059
H 5.024 2.042 -1.868 0.057 0.016 -0.041 0.1081
H 6.724 2.300 -1.477 0.008 -0.010 -0.081 0.1119
H 6.721 0.248 -0.075 -0.014 -0.033 -0.002 0.1223
H 6.247 -0.039 -1.762 0.048 0.006 0.165 0.1269
H 3.449 -3.109 -0.829 0.095 -0.080 -0.001 0.1246
H 1.358 -4.285 -0.238 -0.005 -0.126 0.007 0.1195
H -2.123 -2.424 2.376 0.035 0.001 0.023 0.1279
H -1.928 -1.007 1.345 0.003 0.031 0.037 0.1105
H -4.155 -0.911 2.346 -0.014 -0.194 -0.076 0.1230
H -4.526 -2.557 1.767 -0.009 0.019 0.006 0.1307
```
Forces are in eV/Å.

No. 3
A single C23H34N4O2 molecule. Source: OMol25; level of theory: ωB97M-V/def2-TZVPD.

Results
SMILES string = CC1(C)[C@@H](CNC(=O)c2cnn(CC3CC3)c2)CCN1C(=O)C1CC2(CCC2)C1
relative energy (zero: lowest compared OMol25 entry of this formula, charge and spin) = 67.4 kcal/mol
total energy = -1266.2872 a.u.
highest occupied orbital energy = -9.1 eV

Geometry as XYZ:
```
63
Properties=species:S:1:pos:R:3:forces:R:3:lowdin_charge:R:1
C -2.164 1.097 -0.926 -0.004 0.004 0.000 -0.0109
C -0.752 1.101 -0.339 0.002 -0.004 -0.001 -0.4394
C -0.334 -0.308 0.075 -0.001 0.001 -0.003 -0.0074
C 0.295 1.731 -1.294 -0.004 -0.003 -0.011 -0.2458
C 0.085 1.514 -2.787 0.005 -0.005 0.007 -0.1419
N 0.154 0.123 -3.196 0.008 0.010 -0.001 0.0748
C 1.348 -0.525 -3.278 -0.001 -0.003 -0.008 -0.4636
O 2.407 0.045 -3.072 0.000 0.002 0.001 0.0669
C 1.282 -1.960 -3.616 -0.006 -0.015 0.023 -0.1283
C 2.362 -2.756 -4.045 -0.001 0.027 -0.029 -0.0762
N 1.997 -4.010 -4.235 -0.007 0.002 -0.046 0.1063
N 0.692 -4.047 -3.922 -0.002 0.008 0.129 -0.1493
C -0.051 -5.299 -3.986 0.042 -0.027 -0.127 -0.1086
C 0.637 -6.422 -3.266 -0.042 0.032 0.060 -0.2943
C 0.321 -7.831 -3.687 -0.007 -0.011 0.005 -0.1184
C 1.667 -7.236 -3.985 0.008 0.002 -0.007 -0.1235
C 0.224 -2.844 -3.545 0.015 -0.020 -0.002 -0.0177
C 0.298 3.211 -0.930 0.015 0.004 -0.003 -0.1178
C 0.170 3.184 0.583 -0.008 0.002 0.004 -0.1316
N -0.700 2.033 0.819 -0.002 0.005 -0.001 0.0235
C -1.393 1.824 1.967 -0.014 0.011 -0.002 -0.4098
O -2.145 0.870 2.121 0.002 -0.012 0.005 0.0525
C -1.178 2.833 3.074 0.009 0.041 0.015 -0.1972
C -1.784 2.495 4.448 0.011 -0.053 -0.006 -0.0583
C -0.516 3.056 5.104 -0.005 0.055 -0.004 -0.4337
C -0.493 4.493 5.671 0.009 -0.004 0.004 -0.1182
C 0.594 4.029 6.667 -0.008 0.002 0.007 -0.1562
C 0.144 2.574 6.404 0.001 -0.019 0.002 -0.1120
C 0.216 2.891 3.756 -0.002 -0.057 0.002 -0.0665
H -2.239 0.385 -1.750 0.001 -0.003 0.000 0.0771
H -2.875 0.802 -0.158 0.003 0.000 -0.001 0.0813
H -2.442 2.086 -1.297 0.000 0.001 -0.001 0.0890
H -0.247 -0.942 -0.808 0.000 0.000 0.000 0.0708
H 0.642 -0.282 0.564 0.000 0.001 0.003 0.0964
H -1.059 -0.742 0.760 -0.001 0.000 0.000 0.0784
H 1.273 1.312 -1.037 0.001 0.000 0.002 0.1466
H -0.879 1.911 -3.103 -0.004 -0.002 0.003 0.1229
H 0.862 2.065 -3.321 -0.001 0.002 -0.002 0.1311
H -0.684 -0.357 -3.468 -0.005 0.005 0.004 0.1240
H 3.378 -2.441 -4.218 0.000 -0.006 -0.006 0.1187
H -1.034 -5.099 -3.558 -0.001 0.001 -0.003 0.1269
H -0.191 -5.567 -5.036 0.002 -0.006 -0.002 0.1328
H 0.797 -6.249 -2.208 0.004 -0.008 0.002 0.1392
H 0.248 -8.585 -2.917 0.006 0.003 0.003 0.0963
H -0.367 -7.967 -4.511 0.005 0.010 -0.006 0.0981
H 1.892 -6.956 -5.004 -0.010 0.002 -0.002 0.0996
H 2.520 -7.582 -3.418 -0.006 -0.002 0.009 0.1000
H -0.801 -2.722 -3.230 -0.001 0.000 -0.001 0.1272
H 1.200 3.723 -1.266 -0.003 0.002 -0.002 0.1246
H -0.565 3.716 -1.374 -0.005 -0.004 0.002 0.1216
H 1.150 3.040 1.050 0.001 -0.002 -0.002 0.1249
H -0.264 4.098 0.985 0.006 -0.002 0.003 0.1204
H -1.484 3.828 2.742 -0.003 -0.010 -0.016 0.1461
H -2.736 2.954 4.714 0.005 0.017 -0.004 0.1168
H -1.863 1.413 4.560 -0.011 0.005 0.006 0.1197
H -0.250 5.305 4.984 0.001 0.000 0.000 0.1063
H -1.428 4.728 6.183 -0.001 -0.005 -0.002 0.1108
H 1.597 4.214 6.284 -0.001 0.000 -0.002 0.1029
H 0.533 4.401 7.688 0.006 0.002 0.000 0.0955
H -0.606 2.248 7.128 0.000 0.000 -0.003 0.1121
H 0.911 1.803 6.317 0.000 0.000 0.001 0.1053
H 0.713 1.919 3.690 0.013 0.010 0.000 0.1289
H 0.913 3.673 3.455 -0.017 0.017 0.001 0.1105
```
Forces are in eV/Å.

No. 4
A single C23H34N4O4 molecule. Source: OMol25; level of theory: ωB97M-V/def2-TZVPD.

Results
SMILES string = CCOCCOCCOC[C@@H](C#N)[C@](C#N)(CCCCN(C)C(C)=O)c1ccncc1
relative energy (zero: lowest compared OMol25 entry of this formula, charge and spin) = 120.2 kcal/mol
total energy = -1416.6602 a.u.
highest occupied orbital energy = -9.1 eV

Geometry as XYZ:
```
65
Properties=species:S:1:pos:R:3:forces:R:3:lowdin_charge:R:1
C 5.521 -1.157 -0.729 0.233 0.067 0.186 -0.0752
C 5.497 0.260 -0.144 0.782 -0.456 -0.587 -0.2891
O 4.246 0.888 -0.319 -0.013 0.142 0.287 -0.1324
C 3.862 1.678 0.792 -0.257 -0.304 0.240 -0.2024
C 3.107 2.936 0.379 1.004 0.322 -0.466 -0.2122
O 2.237 2.726 -0.708 0.059 0.196 0.118 -0.1343
C 1.522 3.910 -1.021 -0.760 -0.269 0.628 -0.1660
C 0.093 3.748 -0.462 1.021 0.419 -0.233 -0.1849
O -0.638 3.022 -1.431 -0.409 0.276 0.902 -0.1309
C -2.009 2.849 -1.120 -0.268 -0.160 -1.190 -0.1497
C -2.341 1.331 -1.135 0.432 0.257 -0.126 -0.1712
C -1.500 0.742 -2.214 0.531 -0.412 -0.958 -0.1705
N -0.869 0.334 -3.098 -0.962 0.468 1.291 0.2098
C -2.121 0.566 0.217 -0.329 0.225 -0.405 -0.3196
C -0.663 0.552 0.517 1.394 -0.981 0.485 -0.1499
N 0.451 0.383 0.812 -1.860 0.488 -0.498 0.2503
C -2.677 -0.865 0.030 0.955 -0.829 0.727 -0.1356
C -2.350 -1.816 1.214 -0.135 -0.998 -0.607 -0.1669
C -2.287 -3.278 0.650 -0.282 1.013 -0.210 -0.1543
C -0.881 -3.654 0.112 -0.331 -0.528 0.804 -0.2054
N -0.834 -3.874 -1.339 1.619 0.255 0.157 -0.1105
C -0.208 -2.712 -2.062 -1.575 0.207 -0.235 -0.0533
C 0.046 -4.988 -1.658 -0.170 -0.446 0.133 -0.4934
C 1.462 -5.054 -1.040 -0.850 0.563 -0.335 -0.0024
O -0.305 -5.837 -2.431 0.059 0.187 0.073 0.1075
C -2.843 1.242 1.385 -0.749 -0.165 0.335 -0.1468
C -4.093 0.831 1.851 0.901 0.119 -0.729 -0.0045
C -4.626 1.521 2.915 -1.962 -0.917 0.297 -0.1517
N -4.104 2.521 3.587 0.299 0.430 0.370 0.0769
C -2.907 2.899 3.170 -0.012 0.033 -0.091 -0.1217
C -2.302 2.293 2.095 1.758 0.487 -0.701 -0.0342
H 4.952 -1.232 -1.658 -0.029 0.083 0.181 0.0758
H 6.562 -1.421 -0.957 -0.160 0.041 0.021 0.0710
H 5.172 -1.897 -0.001 -0.226 0.121 -0.228 0.0687
H 6.272 0.848 -0.666 -0.199 0.049 0.133 0.1177
H 5.819 0.193 0.905 -0.323 0.165 -0.029 0.1129
H 3.266 1.053 1.475 -0.009 0.160 -0.121 0.1157
H 4.762 2.010 1.331 -0.253 0.045 0.038 0.1194
H 2.615 3.384 1.260 -0.121 -0.289 -0.103 0.1290
H 3.867 3.672 0.051 -0.158 -0.069 0.108 0.1275
H 1.494 4.041 -2.106 -0.016 -0.044 0.119 0.1347
H 1.973 4.794 -0.551 0.114 -0.127 -0.176 0.1215
H -0.360 4.725 -0.230 -0.098 -0.134 -0.285 0.1312
H 0.217 3.202 0.485 -0.223 -0.057 -0.184 0.0997
H -2.571 3.294 -1.956 0.011 -0.068 0.211 0.1376
H -2.339 3.367 -0.215 0.212 -0.269 0.056 0.1201
H -3.373 1.167 -1.467 0.006 0.154 0.341 0.1603
H -3.758 -0.862 -0.135 0.174 0.298 -0.025 0.1225
H -2.259 -1.347 -0.863 0.128 0.484 0.004 0.1036
H -1.373 -1.608 1.662 -0.235 0.300 0.030 0.1019
H -3.114 -1.778 1.996 0.154 0.223 -0.067 0.1038
H -2.995 -3.290 -0.190 0.115 -0.427 0.148 0.1097
H -2.658 -3.983 1.398 0.252 -0.011 -0.093 0.1040
H -0.592 -4.591 0.612 -0.065 0.137 -0.150 0.1209
H -0.153 -2.907 0.471 -0.077 -0.062 -0.290 0.1106
H -0.953 -2.373 -2.791 0.414 -0.014 -0.159 0.0720
H 0.705 -2.989 -2.593 -0.010 0.185 0.163 0.0909
H -0.062 -1.856 -1.395 0.409 -0.288 -0.015 0.0646
H 1.601 -6.073 -0.680 0.252 0.167 -0.015 0.0856
H 1.606 -4.299 -0.264 0.051 -0.268 0.024 0.0705
H 2.149 -4.818 -1.859 0.060 -0.309 0.173 0.0852
H -4.619 0.004 1.397 -0.164 0.121 0.203 0.1089
H -5.615 1.196 3.245 0.134 0.121 0.084 0.1132
H -2.395 3.706 3.685 -0.172 -0.023 0.050 0.1146
H -1.327 2.669 1.787 -0.070 -0.083 0.194 0.0992
```
Forces are in eV/Å.